Molecular formula: C4H14NO3
Method: DFT, wB97M-V/def2-TZVPD

Last column: natural (NBO) charge in e.
Atoms and positions in Å:
C 0.206497 3.269072 0.595080  -0.7367
C 0.572271 1.936060 0.167841  0.1453
C -0.381862 0.904717 0.249055  0.2275
N -0.015051 -0.416697 -0.084522  -0.4983
C 0.505625 -0.693523 -1.239448  0.2574
H -0.522057 3.744490 -0.106011  0.3555
H -0.346440 3.241071 1.543240  0.3229
H 1.025086 3.967663 0.679067  0.3007
H 1.607590 1.782161 -0.096058  0.2756
H -1.443597 1.064792 0.407711  0.2664
H -0.155715 -1.204678 0.574642  0.5137
H 0.841257 -1.704852 -1.451255  0.2781
H 0.396391 0.127545 -1.920178  0.2336
H 2.592578 -0.689198 1.758893  0.4890
H 3.044802 -1.795949 0.825868  0.5049
O 2.644425 -0.910896 0.807967  -0.9846
H -2.567544 -1.357882 -1.461957  0.4863
H -2.687297 -0.488822 -2.691496  0.5045
O -2.038912 -1.001267 -2.188229  -0.9708
H -0.896298 -3.845003 0.665876  0.5197
H -1.381806 -2.964487 1.922826  0.5122
O -0.999943 -2.964317 1.041088  -1.0031

Forces on atoms 1 to 6 (eV/Å):
C -0.06 0.30 -0.10
C -0.53 1.09 0.67
C 0.06 -0.95 -0.94
N 0.76 -0.11 -0.18
C -1.25 0.23 0.98
H -0.07 -0.31 0.07

E_LUMO (alpha / beta) (Ha): -0.3541 / -0.4810
2S+1: 2
Total charge: +2
Molar mass (g/mol): 124.2



Molecular formula: C52H52As2N4O2S3SbV
Method: DFT, wB97M-V/def2-TZVPD

Last column: Löwdin spin population.
Atoms and positions in Å:
V -1.214737 0.456296 0.112979  2.7298
S -1.656185 -0.107637 2.273986  0.0227
C -2.904410 1.119299 2.355023  0.0143
C -3.065135 1.911699 3.485203  0.0085
C -4.038463 2.907294 3.519699  0.0046
C -4.141245 3.759989 4.677504  0.0007
N -4.196467 4.429043 5.613924  0.0016
C -4.890250 3.079054 2.418123  0.0022
C -4.752537 2.264355 1.299006  0.0098
C -3.752493 1.299644 1.234687  0.0099
S -3.491785 0.316292 -0.190537  -0.0046
C -5.904120 4.104911 2.429943  0.0003
N -6.723730 4.913351 2.428421  0.0002
H -2.401523 1.774344 4.329505  0.0003
H -5.404079 2.414887 0.449970  0.0003
C 1.656912 7.394055 -3.787905  0.0000
C 1.010202 6.254969 -3.040912  0.0001
C 1.201186 4.937647 -3.464045  0.0001
C 0.638856 3.881489 -2.770983  0.0007
C -0.129563 4.134496 -1.642177  0.0005
C -0.329269 5.431141 -1.201874  0.0007
C 0.239835 6.485178 -1.905437  0.0001
S -0.873146 2.781887 -0.777913  0.0197
O -1.461425 1.919087 -1.806513  0.0239
O -1.783386 3.353410 0.181937  0.0268
N 0.293223 1.886384 -0.153689  0.0299
C 0.758878 2.087757 1.163106  0.0064
C 0.629218 3.284626 1.885670  0.0050
C 1.057203 3.320478 3.195219  0.0005
C 1.654304 2.194893 3.752912  0.0058
C 1.800799 1.086231 2.946033  -0.0003
N 1.369324 1.027281 1.686569  0.0088
H 1.605423 7.233872 -4.865311  0.0000
H 2.714445 7.469782 -3.519158  0.0000
H 1.181414 8.345234 -3.547538  0.0000
H 1.801241 4.742054 -4.347528  0.0000
H 0.775773 2.859580 -3.108384  0.0005
H -0.942353 5.611410 -0.326540  0.0002
H 0.078841 7.504514 -1.569574  0.0000
H 0.175076 4.146601 1.424164  0.0004
H 0.919678 4.218331 3.785657  -0.0001
H 1.998698 2.183414 4.778659  0.0003
H 2.281141 0.183608 3.315180  -0.0001
C 2.062859 -1.722097 -1.066089  0.0041
C 2.713888 -0.326513 -1.122841  0.0006
As 4.050597 0.103039 0.274131  0.0001
C 5.581829 -0.425416 -0.875321  0.0000
C 5.867540 -1.789408 -0.978325  0.0000
C 6.804860 -2.264396 -1.888642  0.0000
C 7.489173 -1.374203 -2.706871  0.0000
C 7.255278 -0.010722 -2.579683  0.0000
C 6.308566 0.458461 -1.673707  0.0000
C 4.159649 2.032946 -0.003373  0.0001
C 4.777037 2.765464 1.010513  0.0000
C 4.880898 4.148463 0.937410  0.0001
C 4.356664 4.821374 -0.158896  0.0000
C 3.730269 4.104660 -1.171651  0.0001
C 3.634231 2.719501 -1.096520  0.0002
As 0.622133 -1.992206 0.292984  0.0208
C 0.400241 -3.913903 -0.125183  -0.0012
C 0.295764 -4.332686 -1.450635  0.0001
C 0.119928 -5.672973 -1.768838  0.0000
C 0.042329 -6.622584 -0.760343  0.0002
C 0.117383 -6.214943 0.565190  0.0000
C 0.285535 -4.872426 0.878728  0.0000
C 1.635149 -2.336811 1.933649  0.0046
C 2.968527 -2.723937 1.956599  0.0007
C 3.608171 -3.013124 3.153709  0.0003
C 2.904047 -2.949983 4.350548  -0.0001
C 1.562892 -2.589955 4.339236  0.0001
C 0.933955 -2.281075 3.138589  0.0003
H 2.811386 -2.512600 -1.001296  0.0005
H 1.531412 -1.870223 -2.006592  0.0000
H 1.935921 0.427796 -1.028275  0.0009
H 3.201455 -0.190735 -2.086487  0.0000
H 5.349344 -2.495120 -0.336533  0.0000
H 6.999619 -3.328221 -1.961085  0.0000
H 8.201703 -1.742022 -3.436146  0.0000
H 7.806581 0.691285 -3.195086  0.0000
H 6.129682 1.523973 -1.592697  0.0000
H 5.178916 2.239688 1.870878  0.0000
H 5.371266 4.697495 1.732624  0.0000
H 4.430645 5.900263 -0.227050  0.0000
H 3.316289 4.627739 -2.024959  0.0000
H 3.145912 2.177794 -1.900571  0.0001
H 0.355023 -3.607275 -2.252715  0.0000
H 0.044008 -5.973823 -2.807714  0.0000
H -0.083212 -7.671246 -1.003447  0.0000
H 0.046654 -6.945846 1.362587  0.0000
H 0.340271 -4.574350 1.916686  0.0000
H 3.516995 -2.821148 1.031999  0.0001
H 4.656532 -3.289801 3.151529  0.0001
H 3.398895 -3.179554 5.287261  0.0000
H 1.004415 -2.540008 5.267851  0.0000
H -0.105955 -1.982212 3.139242  0.0003
C -1.583458 2.269385 -5.293536  0.0002
C -1.801420 0.850373 -4.762504  0.0014
Sb -0.176537 0.038643 -3.572888  0.0071
C -1.516326 -1.525143 -2.853434  0.0131
C -1.825107 -2.623740 -3.869786  0.0018
C 0.639252 -1.122805 -5.245856  0.0020
C 1.759781 -0.307008 -5.915160  0.0002
H -2.470948 2.624927 -5.825283  0.0000
H -0.736568 2.319189 -5.984451  0.0000
H -1.393537 2.958271 -4.469813  0.0001
H -1.994490 0.150158 -5.576702  0.0001
H -2.650395 0.842280 -4.075746  0.0001
H -2.428213 -0.989753 -2.580602  0.0030
H -1.121371 -1.947453 -1.934020  0.0063
H -2.248827 -2.202638 -4.784112  0.0002
H -2.547452 -3.333783 -3.457093  0.0001
H -0.928861 -3.182638 -4.145731  0.0001
H -0.147494 -1.358979 -5.969204  0.0002
H 1.046077 -2.072458 -4.875699  0.0000
H 1.375480 0.644651 -6.300234  0.0000
H 2.217456 -0.841596 -6.754238  0.0000
H 2.552429 -0.071892 -5.198169  0.0000

Forces on atoms 1 to 6 (eV/Å):
V 0.23 -2.04 -0.88
S -0.07 0.02 1.43
C -0.17 -0.19 0.15
C -0.08 0.13 -0.11
C -0.01 0.11 0.16
C 0.02 -0.07 -0.03

E_LUMO (alpha / beta) (Ha): 0.0768 / 0.0767
2S+1: 4
Total charge: -1
Molar mass (g/mol): 1183.8



Molecular formula: C3H16O4S
Method: DFT, wB97M-V/def2-TZVPD

Last column: natural (NBO) charge in e.
Atoms and positions in Å:
C 0.104906 -0.745247 -1.154524  -0.6614
C 0.878839 0.399583 -1.866639  -0.5361
S -0.068423 0.770613 -3.464723  0.8843
C 1.058484 2.058265 -4.070105  -0.8242
H -0.909738 -0.393045 -0.950038  0.2482
H 0.382754 -1.022985 -0.184229  0.2610
H 0.297122 -1.678241 -1.690569  0.2349
H 1.817707 -0.031619 -2.206929  0.2613
H 1.046232 1.165775 -1.124534  0.2722
H 1.778049 1.535175 -4.659476  0.2827
H 0.284198 2.649337 -4.854633  0.2833
H 1.610324 2.813257 -3.564204  0.2897
H -1.529156 -0.313205 4.435294  0.4655
H -1.808830 0.280603 3.104235  0.4696
O -2.146501 0.335994 4.057042  -0.9476
H 0.546367 -0.079779 2.311091  0.4561
H 1.752785 0.304009 3.165294  0.4668
O 0.849555 0.263085 3.223698  -0.9219
H -2.930683 1.128648 1.075627  0.4948
H -1.416392 1.402637 1.241008  0.4745
O -2.094702 0.645873 1.241685  -0.9544
H -0.406372 -3.733791 2.467603  0.4739
H 0.628811 -4.279350 1.572568  0.4701
O 0.274656 -3.475595 1.895454  -0.9430

Forces on atoms 1 to 6 (eV/Å):
C -0.32 0.55 -1.42
C -1.26 -2.46 0.52
S 2.61 1.38 2.27
C -4.01 1.10 -3.61
H -0.32 -0.68 -0.66
H 1.34 0.24 1.62

E_LUMO (alpha / beta) (Ha): -0.1517 / -0.3167
2S+1: 2
Total charge: +1
Molar mass (g/mol): 148.2



Molecular formula: C27H37N3O4
Method: DFT, wB97M-V/def2-TZVPD

Last column: natural (NBO) charge in e.
Atoms and positions in Å:
C 4.839663 1.372166 -4.812552  -0.6015
C 3.727766 0.332142 -4.783842  -0.4214
C 2.544684 0.823106 -3.936246  -0.2193
N 1.367769 -0.026908 -3.919596  -0.4697
C 0.618490 -0.055086 -5.168347  -0.2121
C -0.880397 0.107963 -4.894898  -0.3968
C -1.194562 1.523516 -4.427350  -0.6118
C 1.565521 -1.359081 -3.383742  -0.2168
C 1.995409 -1.355220 -1.914414  -0.2372
N 1.058276 -0.627649 -1.093968  -0.6155
C 1.367305 0.538212 -0.495447  0.6972
O 2.488180 1.006656 -0.482959  -0.6357
C 0.217238 1.200567 0.262401  -0.2999
C -1.122190 1.143616 -0.460242  -0.5129
C -1.762467 -0.144463 0.035521  0.6831
O -2.685638 -0.718805 -0.498471  -0.6089
N -1.101993 -0.530532 1.163218  -0.4434
C -1.374436 -1.673633 1.934108  0.1003
C -0.966049 -1.739051 3.266530  -0.2264
C -1.211199 -2.867524 4.017223  -0.2336
C -1.873932 -3.964605 3.466974  0.2977
O -2.066088 -5.026640 4.299259  -0.4933
C -2.744183 -6.153515 3.800685  -0.2517
C -2.283422 -3.900019 2.140770  -0.3112
C -2.031055 -2.769219 1.384845  -0.1583
C -0.071372 0.412191 1.563889  -0.0318
C -0.510784 1.352093 2.664377  -0.0970
C -1.852368 1.621970 2.910242  -0.2224
C -2.217555 2.512477 3.896420  -0.1880
C -1.248401 3.164508 4.660455  0.2854
O -1.715729 4.023957 5.605196  -0.4912
C -0.787773 4.712415 6.408161  -0.2526
C 0.095129 2.900474 4.414648  -0.3162
C 0.450344 2.001587 3.424697  -0.1333
H 5.178137 1.588961 -3.801918  0.2065
H 4.485586 2.298749 -5.259617  0.2000
H 5.687571 1.013304 -5.391893  0.2085
H 3.388170 0.127555 -5.802509  0.1938
H 4.119609 -0.598021 -4.367405  0.1921
H 2.875683 0.970725 -2.906020  0.2168
H 2.223097 1.799363 -4.309948  0.1919
H 0.797694 -0.988042 -5.724255  0.1764
H 0.944439 0.772196 -5.801913  0.1935
H -1.188722 -0.605255 -4.128664  0.1960
H -1.440408 -0.116519 -5.804659  0.1990
H -0.517650 1.799810 -3.622276  0.2069
H -1.060615 2.232802 -5.241453  0.1995
H -2.219861 1.596646 -4.072526  0.2116
H 2.301652 -1.947194 -3.959978  0.1742
H 0.604837 -1.878777 -3.455066  0.1937
H 2.968631 -0.880617 -1.784332  0.2323
H 2.058392 -2.391220 -1.563131  0.2002
H 0.097108 -0.924231 -1.150372  0.3959
H 0.534160 2.219231 0.492967  0.2477
H -1.040791 1.145318 -1.546168  0.2491
H -1.761590 1.979869 -0.169346  0.2485
H -0.468668 -0.902182 3.729678  0.2269
H -0.898935 -2.920229 5.047964  0.2239
H -2.790513 -6.859653 4.628281  0.2002
H -2.204343 -6.611544 2.965342  0.1748
H -3.761241 -5.902860 3.482258  0.1762
H -2.800194 -4.724403 1.675823  0.2198
H -2.365743 -2.737532 0.361803  0.2408
H 0.820627 -0.137698 1.887587  0.2247
H -2.620332 1.123649 2.337507  0.2211
H -3.255657 2.723643 4.097175  0.2178
H -0.178076 4.022251 7.000202  0.1762
H -1.381272 5.332319 7.078182  0.2020
H -0.133682 5.353123 5.807985  0.1765
H 0.872323 3.384160 4.984512  0.2208
H 1.496394 1.804636 3.238636  0.2101

Forces on atoms 1 to 6 (eV/Å):
C -0.10 -0.21 -0.04
C -0.17 0.21 0.15
C 0.26 -0.12 -0.10
N -0.04 -0.09 0.00
C -0.37 -0.15 0.11
C 0.23 0.18 -0.13

SMILES: CCCN(CCC)CCNC(=O)[C@H]1CC(=O)N(c2ccc(OC)cc2)[C@@H]1c1ccc(OC)cc1
E_LUMO (Ha): 0.0272
Molar mass (g/mol): 467.6



Energy relative to the best compared isomer or geometry (same formula, charge and spin) list, top to bottom, in eV: 1.188; 1.912; 1.660; 0.036